205
Properties=species:S:1:pos:R:3:forces:R:3 method="wB97M-V/def2-TZVPD" spin_multiplicity=1 energy_ha=-3882.5893 e_above_lowest_kcal_mol=0.0 total_charge=-1
O 16.991881 4.710301 -3.104815 -0.3563 1.0130 -0.1107
O 4.380533 13.062115 -0.740196 0.4428 0.1076 0.5658
O 15.422210 13.149684 0.621891 0.7857 1.3119 0.5288
O 11.663123 9.176350 5.361912 -0.0939 0.1863 -0.4136
O 9.930598 9.382296 -3.486379 0.5234 -0.2515 -0.4611
O 13.686289 7.539327 1.313612 0.2115 -0.6036 0.0416
O 8.108122 9.790938 -1.270748 -0.0748 0.6663 0.4371
O 14.791588 3.095174 3.236146 0.0162 -0.2884 0.9648
O 11.859683 8.143801 0.128004 0.7259 1.2388 -0.0467
O 12.340472 10.517094 0.214502 0.3628 -1.2278 0.0029
O 6.986511 9.660498 3.182363 0.6782 -0.3649 0.1404
O 11.485812 9.560705 -1.827305 1.1274 -0.6189 -1.0819
O 10.373737 11.842781 2.094875 0.1903 0.3899 0.7927
O 9.124812 13.901968 -5.472124 -0.4186 -0.3522 0.8496
O 10.037776 9.742341 -0.065358 -0.3485 0.3806 0.5798
O 14.171105 10.372234 1.483167 0.5649 -0.2454 -0.1092
O 16.990780 10.883417 3.182239 0.3319 -0.1662 -0.1244
O 9.859840 8.167358 2.534456 0.8077 -0.0902 0.0042
N 15.604340 4.992658 -3.024739 -0.8755 -0.9103 0.6394
N 10.328231 13.494259 -6.040368 1.2403 0.0739 -2.3383
N 4.640171 13.857737 -1.879038 -0.5929 0.1837 -1.0208
N 17.616559 9.722417 3.656852 -0.4433 -2.1979 0.7479
C 15.166842 2.970870 -4.335852 0.1459 -0.0583 0.1907
C 13.766293 6.392812 -2.243452 -1.6921 -0.2419 -1.7017
C 10.108801 12.385161 -7.019305 0.6800 0.2098 -0.0869
C 10.282128 9.527617 -2.358674 -1.0072 1.2785 1.0579
C 5.740653 8.173979 1.682353 -0.0266 1.0519 -0.8603
C 5.775585 13.991054 -4.039039 1.2010 0.1097 1.2266
C 4.864908 11.886896 -3.243088 -0.8561 -0.2033 0.2017
C 9.963108 13.171861 1.750646 0.7958 -1.0196 -1.3297
C 12.914319 5.942822 -3.453530 1.5556 0.2561 -1.4317
C 12.745947 13.231147 -5.987682 0.5613 0.2486 0.3332
C 9.297460 9.816454 -1.169165 0.6154 -2.0344 -0.5914
C 13.029058 4.656414 3.043172 -1.0434 1.2858 1.3676
C 4.699930 15.293544 -1.566780 0.7415 -0.2843 -0.1852
C 18.836437 8.514436 5.453059 0.9644 0.6837 -0.6016
C 18.088874 8.798027 2.628990 -0.8265 -0.1606 -1.5900
C 15.283369 5.178482 -5.524158 0.5166 -0.9606 0.6850
C 15.268408 6.304173 -2.482507 0.4323 0.5971 1.8650
C 5.808813 15.616701 -0.553242 -0.1507 0.2656 0.5826
C 13.306923 9.839374 0.849751 -0.6882 1.5134 0.2987
C 9.183761 12.888140 -8.147790 -0.7578 0.0769 1.2323
C 14.896086 4.472961 -4.177024 -0.6727 0.0226 -1.4602
C 12.909543 9.343358 4.654590 -0.6444 -0.4815 0.9875
C 18.634607 7.532678 3.246444 1.7802 -0.6180 1.2368
C 8.793216 12.966031 0.779132 0.0052 1.3965 0.4871
C 17.245117 10.311241 6.003371 -0.5096 -0.3407 0.1266
C 15.603632 13.289892 -0.801206 -1.5631 -2.2372 1.5592
C 3.293532 15.716407 -1.150401 -0.4601 0.3962 1.5476
C 9.508878 11.116088 -6.387697 0.1962 0.0453 -0.0121
C 16.285927 11.984237 -1.232958 0.1507 0.8441 -1.0721
C 8.870911 6.663616 3.963073 -0.2397 -0.9318 1.0086
C 6.131345 15.418907 -3.625931 -0.1052 -0.2268 -1.4965
C 13.376885 4.554448 -3.979965 -0.9935 1.3935 2.0648
C 14.389128 4.416003 3.666462 -0.1284 -0.2789 -2.1192
C 14.172244 13.456364 -1.332131 1.1979 1.4922 -0.5490
C 13.880086 8.393241 5.343928 0.1077 -0.0183 -0.4608
C 19.641845 7.758336 4.388556 -1.1889 -0.0351 0.6234
C 15.783589 7.505048 -3.294254 -0.1255 0.3304 -0.1497
C 19.094628 9.456087 1.679018 -0.0462 -0.0116 0.6551
C 5.660847 10.670088 1.524697 0.6812 1.0371 -1.3386
C 19.389853 10.951787 4.925827 -0.8236 -0.1117 0.3220
C 5.003026 16.052276 -2.868936 -0.3735 -0.9348 -0.0594
C 12.678357 11.940770 -6.765324 -0.4780 0.4346 -0.0647
C 8.950814 6.289203 1.433855 0.1036 -0.8496 1.5611
C 6.564720 9.480121 1.823935 -1.5492 -0.2236 1.5392
C 15.849517 6.390968 -1.040178 -0.1773 -0.0584 -0.4339
C 11.468520 12.010461 -7.675360 0.2860 0.3525 -0.6397
C 6.908090 12.662679 -2.167151 -0.4840 -0.1270 1.1066
C 15.397594 5.401614 3.132738 1.6146 -0.2364 0.2357
C 16.876710 8.251353 1.813333 -0.5290 1.3683 0.7669
C 11.327225 12.611628 -3.940906 0.7606 0.6714 -0.3969
C 13.348955 10.771031 4.633936 0.5193 1.3090 -0.1774
C 5.579323 13.142706 -2.758716 -0.5298 -0.4049 -0.9800
C 13.003301 8.348993 0.770674 -0.0989 -0.5493 0.4799
C 9.674442 6.758998 2.681233 -0.4340 1.0515 0.5654
C 11.152306 13.893879 1.096519 -0.1281 0.7255 0.6753
C 11.614031 14.979815 -4.610112 0.9933 -0.1508 -0.1952
C 18.268623 9.845882 4.955372 0.2077 1.8344 0.0366
C 11.527417 13.553747 -5.166930 -1.7698 -0.3501 1.4461
B 11.463817 9.494537 -0.369000 -1.7398 0.2756 -0.9008
H 5.678119 10.905455 0.453851 -0.2496 -0.1547 -0.0150
H 13.433401 7.428597 -2.143790 0.4891 0.1143 0.6793
H 14.277303 13.627476 -2.411381 -0.7386 -0.6181 -0.0985
H 15.407447 7.247882 -0.533395 0.0887 0.0992 -0.0819
H 3.341882 16.711941 -0.695393 -0.0930 0.2251 -0.5203
H 4.714330 11.161039 -2.441778 0.5211 -0.2072 -0.1371
H 2.799822 15.172797 -0.331869 0.6438 -0.4352 0.0733
H 8.172313 12.800694 -7.737820 -0.1702 -0.2754 -0.4341
H 9.329523 7.209200 4.790878 0.1771 0.5322 -0.4539
H 13.495575 12.694750 -0.954956 0.1812 -0.4885 -0.5730
H 10.338842 10.457305 -6.133220 -0.2695 -0.2036 0.3610
H 13.446566 11.335361 5.569014 -0.1087 -0.7530 0.4518
H 16.016004 8.424028 -2.747641 0.0577 -0.4446 0.6989
H 9.250182 13.954436 -8.370236 0.6990 -0.0728 -0.1929
H 7.839643 7.005842 3.870860 0.0700 0.1110 -0.1881
H 8.863325 5.654193 4.398911 -0.1915 -0.2171 -0.5483
H 12.960964 4.663596 1.958654 0.3327 -0.4196 -0.0330
H 4.737509 8.409242 2.046996 0.0017 -0.2958 0.2566
H 7.216382 11.723736 -2.624683 0.4194 0.4211 -0.6131
H 13.428213 7.401075 5.366241 0.0637 -0.0625 -0.0071
H 13.121571 6.603962 -4.308662 -0.0048 0.3772 0.2235
H 8.839348 14.682264 -5.960622 0.2569 0.0163 -0.0515
H 6.112066 11.551307 1.982512 0.0254 -0.0317 0.1077
H 11.851268 6.103736 -3.279770 -0.0608 -0.5906 0.2150
H 10.593234 6.189134 2.877316 0.2515 0.3521 -0.4629
H 4.124369 15.877142 -3.499662 -0.0668 0.5659 -0.0441
H 5.633927 15.095635 0.389272 0.0243 0.0397 0.0168
H 5.897644 16.689807 -0.356490 -0.3727 0.0165 0.0873
H 17.846945 6.950369 3.726638 -0.2890 0.0330 -0.3357
H 16.479095 9.542094 6.140395 0.0572 -0.0103 0.0183
H 9.309096 12.264005 -9.028906 -0.1650 0.0749 -0.1022
H 7.088343 15.385842 -3.104031 -0.0105 0.2611 0.0401
H 15.506837 5.508516 -0.499616 0.2829 -0.0875 0.0607
H 16.583913 12.026598 -2.287316 0.0539 0.0106 0.0213
H 5.421858 11.504097 -4.097723 -0.0078 -0.4270 0.1840
H 11.365825 13.524015 0.093933 -0.1158 0.0657 -0.0980
H 15.252132 6.435654 3.427018 -0.3801 -0.0031 -0.2510
H 18.611325 10.228822 1.083023 0.0161 0.1088 0.1267
H 9.680363 13.710035 2.653087 -0.1572 -0.2136 0.1502
H 15.570719 5.291464 2.057342 -0.8799 0.3990 -0.1934
H 16.296752 4.840762 -5.762748 -0.0220 0.0292 -0.2261
H 5.176241 17.113763 -2.694867 -0.2341 0.0129 0.1687
H 12.809972 4.330681 -4.880876 0.2523 -0.3698 -0.0940
H 12.656664 11.396073 4.064397 0.0846 -0.2518 -0.3358
H 8.009525 6.833382 1.455146 0.0664 0.0220 -0.7056
H 12.683283 5.656780 3.344540 0.2432 0.1052 -0.1321
H 13.569332 11.955439 -7.396215 0.0745 -0.6871 0.1047
H 17.079024 7.346304 1.249375 0.1561 -0.0294 0.0679
H 14.854310 8.322512 4.851291 -0.0042 0.1276 0.0801
H 16.934294 6.491831 -0.997217 0.0168 -0.1619 -0.0971
H 12.182983 12.686373 -3.264708 0.0350 -0.0068 -0.0507
H 18.010480 7.899086 5.810468 0.1160 -0.1699 0.0726
H 16.417214 5.143654 3.457076 -0.1875 -0.0709 0.6469
H 11.237336 11.569033 -4.236942 -0.4250 0.0090 0.1300
H 9.066323 12.242995 0.016505 -0.0581 -0.1009 0.0427
H 7.917042 12.656471 1.342581 -0.0246 -0.3776 -0.1463
H 8.746366 5.228124 1.614607 -0.0940 -0.0652 -0.6169
H 2.530012 15.659824 -1.925391 0.4465 0.2587 -0.4552
H 7.453589 9.513656 1.200093 0.0583 -0.1055 0.1160
H 3.842902 12.107578 -3.568239 0.1271 0.3000 -0.1738
H 14.350146 10.818375 4.194712 -0.1469 0.1444 -0.2534
H 19.547369 8.734072 6.255028 -0.4801 0.1044 0.3846
H 10.675095 15.310664 -4.175431 -0.0335 0.0997 -0.1847
H 11.884237 9.114638 6.295870 -0.0400 0.0889 0.0416
H 19.204542 11.661900 4.120150 0.2282 -0.2785 -0.2966
H 6.728669 12.288406 -1.153514 -0.0891 0.4098 0.1519
H 15.617540 11.126286 -1.154532 -0.0144 0.0171 0.3614
H 16.725655 7.208641 -3.761342 -0.1377 0.3476 -0.5179
H 20.386254 10.513607 4.907083 0.1098 0.2265 -0.1896
H 11.406759 11.085245 -8.257414 -0.5081 -0.1207 0.2485
H 15.328507 6.261420 -5.485225 -0.4560 0.0467 -0.0249
H 6.245468 15.948374 -4.579999 0.3889 0.3450 0.2547
H 16.241456 2.804171 -4.385120 -0.0728 -0.2851 -0.1374
H 10.940359 11.543480 1.374255 -0.0681 -0.0903 0.1126
H 16.705059 11.230436 5.772769 0.2851 0.0686 -0.3389
H 10.036576 8.356053 1.606519 -0.0471 0.1066 0.0600
H 12.008440 15.639616 -5.387163 -0.5433 0.2488 -0.0823
H 9.596037 6.447848 0.572891 -0.3144 -0.0251 -0.2571
H 19.248215 11.562283 5.818972 0.5152 -0.1067 0.1861
H 5.615493 8.014545 0.607106 0.0212 -0.3430 0.0337
H 16.410705 8.998803 1.165369 0.3768 0.0379 -0.2263
H 19.908054 6.835402 4.912279 0.1258 -0.2936 -0.5592
H 12.909997 14.072864 -6.669401 -0.0097 -0.1175 -0.1751
H 19.524721 8.719716 0.999917 0.1810 0.0276 0.0568
H 14.606937 4.789571 -6.283467 0.0648 0.3346 -0.2313
H 13.759737 14.391483 -0.942821 0.1513 0.0611 0.0984
H 12.381118 15.023607 -3.831240 -0.1171 -0.1854 0.1467
H 14.300946 4.471620 4.751484 0.2131 -0.3169 0.0476
H 14.730667 2.397557 -3.516200 0.3036 0.2290 0.3419
H 16.081075 10.579479 3.052628 -0.0524 0.3149 -0.0921
H 16.102051 8.094105 2.564319 -0.0723 -0.5025 -0.1600
H 20.582275 8.237940 4.113290 -0.1672 0.2735 -0.1366
H 4.615529 10.662035 1.838438 0.0623 -0.5945 0.2145
H 3.469619 13.255530 -0.493947 -0.0434 -0.1024 -0.2481
H 12.626775 11.066783 -6.113000 0.3007 0.0091 0.0124
H 8.856580 10.580232 -7.079984 0.1291 0.0267 -0.1710
H 17.187546 11.876872 -0.632435 -0.0544 -0.2957 0.0529
H 13.092412 3.895455 -3.153637 0.0797 -0.5740 -0.3624
H 10.980769 14.975808 1.103515 -0.2671 -0.0293 -0.5610
H 15.028433 7.889717 -3.983923 0.2666 -0.5132 -0.5549
H 14.008884 8.735125 6.375997 0.2035 -0.0326 -0.0129
H 19.126808 6.898786 2.505782 -0.3828 0.1277 -0.3666
H 17.348907 5.492772 -3.557969 0.3570 -0.3180 -0.0663
H 12.705493 9.065566 3.617841 -0.0185 -0.3142 0.1593
H 6.124401 7.277302 2.158930 0.2184 0.1229 0.0582
H 17.748061 10.469200 6.959155 0.0201 -0.1043 0.0258
H 13.623910 13.197614 -5.334295 -0.1149 0.1461 0.1852
H 10.473333 13.031080 -3.408770 -0.2819 -0.6078 0.0743
H 13.405713 5.800059 -1.402408 0.4435 0.1130 0.3116
H 7.681751 13.427179 -2.101198 0.1512 -0.1401 -0.2502
H 11.751021 12.742885 -8.442199 -0.3998 0.3162 0.0967
H 6.667923 13.622832 -4.554380 -0.1670 -0.3763 -0.0355
H 14.646348 2.557517 -5.202524 0.2795 0.3090 -0.3242
H 8.905691 11.330164 -5.506148 0.1478 0.0635 0.0762
H 12.071331 13.832420 1.686040 -0.0932 -0.5407 0.0996
H 15.118032 12.274400 0.878126 -0.1150 -0.2678 -0.3335
H 8.523788 13.906436 0.285095 0.0118 -0.0063 -0.0689
H 4.936385 13.894134 -4.727678 -0.2302 0.3062 0.1954
H 6.810069 15.345363 -0.888398 -0.1866 -0.3572 -0.2733
H 6.274535 9.421589 3.782333 -0.1508 -0.0290 -0.1576
H 16.248090 14.148368 -0.981313 -0.1135 0.0925 0.0704
H 12.271044 4.035578 3.527869 0.1263 -0.4903 -0.4601
H 15.437878 3.172211 2.531339 0.0210 0.1718 -0.0098
H 19.835280 9.904232 2.345913 0.4183 0.0884 -0.5494